[1]
Entry from the Open Molecules 2025 dataset: a single C18H22N4O molecule (ωB97M-V/def2-TZVPD).

Last column: natural (NBO) charge in e.
Element x y z (Å)
C (-2.81414, -3.25969, 0.44718)  -0.60
C (-2.48050, -1.79542, 0.18788)  -0.43
C (-3.66556, -0.90295, -0.05280)  -0.01
C (-4.90459, -1.40771, -0.43089)  -0.20
C (-6.00512, -0.58737, -0.59741)  -0.21
C (-5.89462, 0.77407, -0.37653)  -0.21
C (-4.67064, 1.30265, -0.01795)  -0.21
C (-3.55844, 0.48054, 0.12396)  0.14
N (-2.33485, 1.09150, 0.49262)  -0.63
C (-1.16354, 0.99040, -0.19040)  0.70
O (-1.01446, 0.30155, -1.17427)  -0.61
C (-0.02490, 1.78530, 0.45589)  -0.30
C (0.56368, 0.92924, 1.59150)  -0.40
C (1.54637, -0.09343, 1.03337)  -0.22
N (2.67484, 0.58866, 0.43667)  -0.41
C (3.80323, -0.06670, 0.08417)  0.36
C (4.00191, -1.45043, 0.30228)  -0.07
N (5.12767, -2.04709, -0.00933)  -0.36
C (6.09450, -1.31269, -0.55650)  -0.09
C (5.90431, 0.03526, -0.79951)  0.03
N (4.78020, 0.65718, -0.48332)  -0.47
C (2.45916, 1.95431, 0.00632)  -0.22
C (1.06083, 2.09932, -0.58238)  -0.42
H (-3.20363, -3.74075, -0.44616)  0.20
H (-1.91194, -3.79034, 0.74348)  0.21
H (-3.54623, -3.35527, 1.24665)  0.20
H (-1.81431, -1.72273, -0.67687)  0.25
H (-1.92600, -1.40026, 1.04509)  0.20
H (-5.01831, -2.46752, -0.59127)  0.21
H (-6.95297, -1.01352, -0.89024)  0.21
H (-6.75137, 1.42096, -0.48936)  0.21
H (-4.56445, 2.36599, 0.14770)  0.21
H (-2.41925, 1.84702, 1.15811)  0.40
H (-0.42975, 2.70808, 0.88292)  0.21
H (-0.23387, 0.40928, 2.12612)  0.22
H (1.08139, 1.56898, 2.30821)  0.21
H (1.90148, -0.73509, 1.84659)  0.21
H (1.03413, -0.72366, 0.29260)  0.20
H (3.23566, -2.08508, 0.72279)  0.19
H (7.01178, -1.82717, -0.80086)  0.20
H (6.66580, 0.65095, -1.26040)  0.19
H (2.59377, 2.64307, 0.85017)  0.18
H (3.22082, 2.18388, -0.74011)  0.25
H (0.95241, 1.39572, -1.41144)  0.24
H (0.93104, 3.10706, -0.97700)  0.22

- SMILES = CCc1ccccc1NC(=O)C1CCN(c2cnccn2)CC1
- relative energy (zero: lowest compared OMol25 entry of this formula, charge and spin) (kcal/mol) = 12.8
- 2S+1 = 1
- energy (hartree) = -993.39628
- E_LUMO (eV) = 0.5
- F_max (eV Å⁻¹) = 0.716
- HOMO (hartree) = -0.292


[2]
Entry from the Open Molecules 2025 dataset: a molecular structure, C7H4BrClF2 at a distorted geometry (ωB97M-V/def2-TZVPD).

Last column: natural (NBO) charge in e.
Element x y z (Å)
C (-0.07890, -1.48162, -1.36900)  -0.17
C (0.59301, -0.26798, -1.42187)  -0.30
C (-1.17442, -1.67947, -0.55435)  -0.29
C (-0.85494, 0.57126, 0.30530)  -0.34
C (0.24754, 0.71373, -0.54880)  0.41
C (-1.53718, -0.61420, 0.29251)  0.41
C (1.53435, 1.22239, 2.41668)  -0.25
F (0.90198, 1.92756, -0.78000)  -0.34
F (-2.67267, -0.66349, 1.06754)  -0.33
Cl (3.00780, 0.78753, 1.85085)  0.11
Br (1.33258, 3.03711, 2.48916)  0.14
H (0.16033, -2.18573, -2.04002)  0.21
H (1.34471, -0.35899, -2.21420)  0.24
H (-1.85743, -2.48650, -0.37085)  0.24
H (-0.94677, 1.47838, 0.87703)  0.25

- relative energy (zero: lowest compared OMol25 entry of this formula, charge and spin) (kcal/mol) = 4.9
- 2S+1 = 1
- energy (hartree) = -3502.93309
- E_LUMO (eV) = -1.0
- F_max (eV Å⁻¹) = 3.589
- HOMO (hartree) = -0.336


[3]
Entry from the Open Molecules 2025 dataset: a gas-phase ion, C4H12N2O (charge +2) at a distorted geometry (ωB97M-V/def2-TZVPD).

Last column: natural (NBO) charge in e.
Element x y z (Å)
N (-0.06798, 0.68907, 2.67188)  -0.69
C (0.53786, 0.15374, 1.37524)  -0.23
C (-0.13631, 0.58118, 0.10287)  -0.44
C (0.36784, -0.18160, -1.18259)  -0.15
N (-0.32177, 0.23249, -2.43078)  -0.69
C (0.10705, -1.66844, -1.06519)  0.40
O (-0.78621, -2.12430, -1.75881)  -0.45
H (0.28538, 1.60164, 3.04042)  0.47
H (-1.09554, 0.78580, 2.66675)  0.46
H (0.19621, -0.01840, 3.41708)  0.48
H (0.20686, -0.99604, 1.40624)  0.23
H (1.63142, 0.19157, 1.40222)  0.27
H (-0.17790, 1.67448, 0.04502)  0.25
H (-1.21470, 0.33788, 0.08000)  0.23
H (1.45511, 0.01308, -1.23299)  0.26
H (0.30108, 0.51747, -3.17321)  0.47
H (-0.94955, -0.57222, -2.74643)  0.49
H (-0.99495, 1.04064, -2.26507)  0.46
H (0.65612, -2.25803, -0.35266)  0.19

- SMILES = [NH3+]CC[C@H]([NH3+])C=O
- relative energy (zero: lowest compared OMol25 entry of this formula, charge and spin) (kcal/mol) = 17.1
- 2S+1 = 1
- energy (hartree) = -343.69487
- E_LUMO (eV) = -7.6
- F_max (eV Å⁻¹) = 4.186
- total charge = +2
- HOMO (hartree) = -0.694


[4]
Entry from the Open Molecules 2025 dataset: a molecular structure, C57H73Cl3N7O3SeSi2Ti (ωB97M-V/def2-TZVPD).

Last column: Löwdin charge in e.
Element x y z (Å)
Ti (0.53209, -1.21829, 0.19636)  0.90
C (6.37036, -0.00865, 4.01121)  -0.06
C (5.17517, -0.33156, 4.91891)  -0.56
C (5.65137, -1.34683, 5.96327)  -0.07
C (4.74735, 0.95171, 5.64567)  -0.05
C (3.98836, -0.85654, 4.10537)  -0.18
C (3.69176, -0.28528, 2.87201)  0.04
C (2.57905, -0.71766, 2.15757)  -0.17
N (2.16036, -0.37778, 0.87963)  -0.01
C (2.82472, 0.46856, 0.00999)  -0.20
C (3.61484, 1.58255, 0.26300)  0.01
C (4.13363, 2.32771, -0.79491)  -0.18
C (3.85309, 1.92759, -2.09811)  0.02
C (3.03391, 0.83702, -2.40642)  -0.08
C (2.48108, 0.14408, -1.32489)  -0.28
O (1.57891, -0.82688, -1.43280)  -0.30
C (2.77203, 0.39012, -3.84229)  -0.52
C (3.45453, 1.30687, -4.86047)  -0.07
C (1.26836, 0.38633, -4.15765)  -0.03
C (3.33929, -1.02569, -4.01975)  -0.04
C (4.99810, 3.54979, -0.47547)  -0.56
C (4.19122, 4.54856, 0.36632)  -0.05
C (6.23740, 3.11006, 0.31689)  -0.05
C (5.47376, 4.27365, -1.73564)  -0.07
C (1.77619, -1.75534, 2.66785)  -0.27
O (0.83865, -2.17772, 1.81823)  -0.26
C (2.04805, -2.34706, 3.90479)  -0.08
C (3.15260, -1.85600, 4.60037)  0.01
C (1.12704, -3.42082, 4.47855)  -0.53
C (1.10410, -4.65487, 3.56771)  -0.05
C (-0.29775, -2.85193, 4.59204)  -0.04
C (1.57260, -3.86865, 5.87203)  -0.08
H (7.23463, 0.26894, 4.61986)  0.08
H (6.16432, 0.82820, 3.34257)  0.06
H (6.64036, -0.86982, 3.39760)  0.09
H (6.55392, -0.97510, 6.45399)  0.08
H (5.88184, -2.30882, 5.50170)  0.09
H (4.90388, -1.51342, 6.74027)  0.07
H (5.57710, 1.36283, 6.22921)  0.08
H (3.91426, 0.75029, 6.32205)  0.08
H (4.42143, 1.70802, 4.92880)  0.08
H (4.34782, 0.46047, 2.45422)  0.08
H (3.80320, 1.89443, 1.28037)  0.10
H (4.26977, 2.49639, -2.91490)  0.08
H (3.08295, 2.33278, -4.79722)  0.08
H (3.24533, 0.93667, -5.86669)  0.08
H (4.53873, 1.32307, -4.73143)  0.08
H (0.85099, 1.39164, -4.04906)  0.08
H (0.73447, -0.29382, -3.49746)  0.07
H (1.10949, 0.06250, -5.19055)  0.09
H (4.41726, -1.02719, -3.84194)  0.09
H (3.15736, -1.37959, -5.03881)  0.09
H (2.87662, -1.72573, -3.32780)  0.02
H (3.86866, 4.10909, 1.31108)  0.08
H (3.29960, 4.87216, -0.17590)  0.08
H (4.79400, 5.43207, 0.59444)  0.08
H (5.95945, 2.62496, 1.25384)  0.07
H (6.86660, 3.97226, 0.55602)  0.08
H (6.82883, 2.39838, -0.26198)  0.09
H (4.63380, 4.61358, -2.34490)  0.08
H (6.10506, 3.63127, -2.35251)  0.09
H (6.06172, 5.15028, -1.45399)  0.08
H (3.38045, -2.29186, 5.56111)  0.08
H (0.67198, -4.42010, 2.59978)  0.03
H (0.50369, -5.44398, 4.02974)  0.08
H (2.11323, -5.04196, 3.40515)  0.09
H (-0.69129, -2.55310, 3.62001)  0.06
H (-0.30836, -1.98746, 5.26322)  0.08
H (-0.97202, -3.61095, 5.00109)  0.08
H (2.57810, -4.29619, 5.85932)  0.08
H (0.88763, -4.63867, 6.23307)  0.08
H (1.55682, -3.04378, 6.58873)  0.08
C (-6.32641, 5.07458, -10.14473)  -0.09
O (-6.62221, 3.78803, -9.63790)  -0.08
C (-5.89369, 3.35087, -8.57559)  -0.28
C (-4.86045, 4.06750, -7.98247)  -0.01
C (-4.17823, 3.52202, -6.90508)  -0.01
C (-4.50660, 2.26957, -6.40158)  -0.16
C (-5.55214, 1.56696, -7.00340)  -0.03
C (-6.23730, 2.09630, -8.07741)  0.00
C (-3.75165, 1.73965, -5.26554)  -0.27
N (-2.93081, 2.43664, -4.51801)  0.19
C (-2.43841, 1.55172, -3.59229)  -0.17
C (-2.97389, 0.29707, -3.78436)  -0.12
N (-3.81632, 0.43250, -4.85930)  0.18
C (-2.66613, -0.83248, -2.96671)  -0.06
C (-3.23370, -2.11067, -3.05299)  0.02
C (-2.86110, -3.07109, -2.15099)  -0.02
C (-1.88866, -2.76625, -1.19636)  -0.20
N (-1.31647, -1.57703, -1.12625)  0.05
C (-1.71801, -0.60486, -1.96007)  -0.13
C (-1.15685, 0.70620, -1.73013)  -0.14
N (-0.31912, 0.81551, -0.68518)  0.07
C (0.18208, 2.00111, -0.39464)  -0.09
C (-0.10067, 3.14347, -1.15020)  -0.02
C (-0.95183, 3.04609, -2.22344)  0.01
C (-1.51508, 1.80279, -2.52633)  -0.09
H (-7.02663, 5.24656, -10.95743)  0.09
H (-5.30527, 5.12613, -10.53127)  0.09
H (-6.46294, 5.84487, -9.38138)  0.09
H (-4.57365, 5.04259, -8.34810)  0.10
H (-3.37158, 4.07142, -6.43913)  0.11
H (-5.86156, 0.59961, -6.62535)  0.11
H (-7.05114, 1.55834, -8.54463)  0.12
H (-4.34067, -0.29963, -5.30284)  0.15
H (-3.97380, -2.33371, -3.81286)  0.11
H (-3.29599, -4.05978, -2.16326)  0.11
H (-1.56212, -3.51346, -0.48471)  0.06
H (0.83083, 2.04853, 0.46943)  0.12
H (0.35745, 4.08359, -0.87523)  0.10
H (-1.20219, 3.90528, -2.83216)  0.12
C (-4.98086, -4.49737, 3.81335)  -0.25
Si (-4.12753, -4.31541, 2.13096)  -0.04
C (-5.35502, -4.99735, 0.85618)  -0.25
C (-2.67145, -5.52152, 2.15399)  -0.23
Se (-3.50087, -2.24370, 1.71765)  0.27
H (-5.17704, -5.54548, 4.06031)  0.02
H (-5.93060, -3.95673, 3.82104)  0.01
H (-4.34924, -4.07042, 4.59593)  0.01
H (-5.75661, -5.96693, 1.16677)  0.02
H (-4.86643, -5.12739, -0.11368)  0.00
H (-6.18652, -4.30355, 0.71473)  0.01
H (-3.01327, -6.56185, 2.13636)  0.02
H (-2.07044, -5.37796, 3.05575)  0.01
H (-2.00226, -5.36891, 1.30459)  -0.02
N (-0.56737, 0.04292, 1.88016)  0.19
C (-1.52768, 0.32344, 2.46093)  -0.26
N (-2.59646, 0.68882, 3.11455)  -0.11
C (-3.73154, 1.28909, 2.41480)  -0.15
C (-4.23754, 2.50361, 3.21007)  -0.17
C (-3.78554, 2.42184, 4.67155)  -0.21
C (-3.87585, 0.98440, 5.17510)  -0.17
C (-2.90126, 0.07465, 4.41569)  -0.15
H (-4.49974, 0.51806, 2.31355)  0.08
H (-3.41283, 1.55456, 1.40830)  0.12
H (-5.32925, 2.51688, 3.16505)  0.11
H (-3.89023, 3.43661, 2.76189)  0.10
H (-4.38941, 3.08946, 5.28896)  0.10
H (-2.75060, 2.76354, 4.75588)  0.11
H (-4.89794, 0.61741, 5.04703)  0.11
H (-3.65832, 0.93223, 6.24270)  0.11
H (-3.31943, -0.91925, 4.23042)  0.06
H (-1.95718, -0.04413, 4.94743)  0.12
Cl (0.94076, -3.71492, -2.89580)  0.19
Si (1.36822, -3.47345, -0.83316)  -0.51
Cl (3.45088, -3.59276, -0.75624)  0.22
Cl (0.69336, -5.30073, -0.05433)  0.21

- relative energy (zero: lowest compared OMol25 entry of this formula, charge and spin) (kcal/mol) = 0.0
- 2S+1 = 1
- energy (hartree) = -8035.84087
- E_LUMO (eV) = 1.6
- F_max (eV Å⁻¹) = 0.565
- total charge = -1
- HOMO (hartree) = -0.158


[5]
Entry from the Open Molecules 2025 dataset: a molecular structure, C37H47GeN4O9S2SiTc at a distorted geometry (ωB97M-V/def2-TZVPD).

Last column: Löwdin spin population.
Element x y z (Å)
Tc (0.79784, -0.64400, 1.66508)  1.00
C (0.28896, 1.48814, 1.13834)  -0.05
Si (-0.53002, 1.86128, -0.51245)  0.00
C (-1.90801, 0.58315, -1.01838)  0.00
N (-1.53836, -0.80509, -0.87883)  0.01
C (-2.63044, -1.69625, -0.56421)  0.00
C (-3.53973, -1.99339, -1.77408)  0.00
C (-2.70400, -2.31052, -3.02445)  0.00
C (-1.24861, -2.55225, -2.63885)  0.00
C (-0.68899, -1.30877, -1.95057)  0.00
C (0.62239, 2.20873, -1.99120)  0.00
C (1.89459, 2.73537, -1.78371)  0.00
C (2.75530, 2.99079, -2.83666)  0.00
C (2.35721, 2.73527, -4.13702)  0.00
C (1.08839, 2.23862, -4.37190)  0.00
C (0.23646, 1.98694, -3.31204)  0.00
C (-1.55414, 3.48237, -0.37886)  0.00
C (-2.80168, 3.52763, 0.23709)  0.00
C (-3.54413, 4.69638, 0.29234)  0.00
C (-3.04245, 5.86205, -0.26476)  0.00
C (-1.79680, 5.84512, -0.86632)  0.00
C (-1.07037, 4.66963, -0.92138)  0.00
H (-0.13725, 2.02518, 1.98437)  0.00
H (1.33053, 1.79762, 1.06979)  0.00
H (-2.24495, 0.80666, -2.04171)  0.00
H (-2.77030, 0.76246, -0.37856)  0.00
H (-3.22843, -1.26022, 0.23743)  0.00
H (-2.20402, -2.62813, -0.18737)  0.00
H (-4.18323, -1.13206, -1.96421)  0.00
H (-4.18513, -2.83498, -1.51820)  0.00
H (-2.74610, -1.47109, -3.72242)  0.00
H (-3.10437, -3.18306, -3.54367)  0.00
H (-0.65422, -2.75798, -3.52940)  0.00
H (-1.17204, -3.41938, -1.98509)  0.00
H (-0.57448, -0.52310, -2.70196)  0.00
H (0.29628, -1.51985, -1.53183)  0.00
H (2.22715, 2.94043, -0.78055)  0.00
H (3.74078, 3.38610, -2.64072)  0.00
H (3.02961, 2.92390, -4.95985)  0.00
H (0.76215, 2.04609, -5.38489)  0.00
H (-0.75810, 1.62146, -3.52346)  0.00
H (-3.21897, 2.63078, 0.67270)  0.00
H (-4.52587, 4.69159, 0.74913)  0.00
H (-3.62472, 6.77151, -0.23421)  0.00
H (-1.39393, 6.74992, -1.29921)  0.00
H (-0.10728, 4.66234, -1.40653)  0.00
C (1.31957, -5.75830, 1.61388)  0.00
Ge (1.81557, -3.91146, 2.27610)  0.00
C (3.74668, -3.84552, 1.80846)  0.00
C (1.12305, -4.04527, 4.14950)  0.00
C (0.76651, -2.75138, 1.04985)  -0.05
H (1.85426, -6.51322, 2.18151)  0.00
H (1.57045, -5.89663, 0.56827)  0.00
H (0.25928, -5.95728, 1.72610)  0.00
H (4.36364, -4.32774, 2.55891)  0.00
H (4.07259, -2.81875, 1.70674)  0.00
H (3.88670, -4.35709, 0.85734)  0.00
H (1.91514, -4.41847, 4.78861)  0.00
H (0.28934, -4.74373, 4.18151)  0.00
H (0.80127, -3.09013, 4.54985)  0.00
H (-0.21838, -3.17093, 0.84840)  0.00
H (1.32429, -2.77668, 0.11246)  0.00
O (-3.12524, 4.74196, 3.50907)  0.00
C (-3.99649, 3.73926, 3.91043)  0.00
N (-3.45799, 2.42761, 3.61876)  0.00
C (-4.21004, 1.37590, 3.20819)  0.00
O (-5.40731, 1.43894, 3.01132)  0.00
C (-3.38475, 0.13847, 3.03632)  0.00
C (-3.75273, -1.06085, 3.65214)  0.00
C (-2.86477, -2.11900, 3.52881)  0.00
C (-1.70527, -1.97036, 2.80043)  0.00
N (-1.35978, -0.83243, 2.15480)  0.01
C (-2.21430, 0.18987, 2.29696)  0.01
H (-3.00106, 4.70263, 2.54732)  0.00
H (-4.97679, 3.80336, 3.41861)  0.00
H (-4.12788, 3.87027, 4.99261)  0.00
H (-2.49370, 2.26786, 3.87226)  0.00
H (-4.66578, -1.14101, 4.21834)  0.00
H (-3.06584, -3.06118, 4.01263)  0.00
H (-1.00672, -2.78931, 2.74909)  0.00
H (-1.95915, 1.09754, 1.77865)  0.00
O (3.21630, -2.15330, 4.13666)  0.00
S (2.83757, -0.89173, 3.55253)  0.00
O (2.73219, -0.98614, 2.06762)  0.02
O (3.58649, 0.24270, 4.00926)  0.00
S (0.87187, -0.55002, 4.02160)  0.03
O (3.14398, 0.97582, 0.32043)  0.00
C (2.69427, 0.15399, -0.46841)  0.00
O (1.58859, -0.48274, -0.32155)  0.03
C (3.44822, -0.11225, -1.73894)  0.00
C (2.79709, -0.40664, -2.93556)  0.00
C (3.50625, -0.48675, -4.11331)  0.00
C (4.89114, -0.30875, -4.09786)  0.00
C (5.55673, -0.05604, -2.89462)  0.00
C (4.83434, 0.04828, -1.72811)  0.00
N (5.62516, -0.38388, -5.30133)  0.00
O (5.01174, -0.56841, -6.35653)  0.00
O (6.85343, -0.25943, -5.24962)  0.00
H (1.72913, -0.53914, -2.93133)  0.00
H (3.01254, -0.68138, -5.05263)  0.00
H (6.62892, 0.06090, -2.91042)  0.00
H (5.32314, 0.26057, -0.78884)  0.00

- 2S+1 = 2
- energy (hartree) = -5577.91917
- E_LUMO (alpha / beta) (eV) = 1.3 / 1.3
- F_max (eV Å⁻¹) = 3.167
- total charge = -1
- HOMO (alpha / beta) (hartree) = -0.197 / -0.193